# C30H28BN14O4STi

C30H28BN14O4STi as an isolated structure (wB97M-V/def2-TZVPD, the OMol25 dataset).

```
79
Properties=species:S:1:pos:R:3:forces:R:3
Ti -0.1392 0.7050 -0.0811 0.1112 -0.3645 -0.3266
C 1.3728 4.6716 -0.2683 0.0443 0.0226 0.0609
C 0.8658 3.5780 -0.9471 -0.1151 -0.0327 -0.0645
N 0.1285 2.8190 -0.1266 0.2440 0.0522 0.2949
N 0.1788 3.4094 1.1010 -0.1010 -0.1805 -0.1104
C 0.9292 4.5108 1.0339 -0.0058 0.0824 0.0053
B -0.6101 2.8013 2.3097 0.0555 -0.0509 -0.0615
N 0.0944 1.4910 2.7757 -0.1293 0.0017 -0.0723
C 0.6787 1.1500 3.9269 -0.0679 -0.0506 0.0728
C 0.9305 -0.2133 3.9178 0.0488 0.0606 0.0687
C 0.4815 -0.6474 2.6887 -0.0287 -0.0159 -0.1701
N -0.0295 0.3754 1.9847 0.2993 0.3558 0.5194
N -1.9626 2.3478 1.7142 0.0417 -0.0271 -0.0469
C -3.2127 2.7381 1.9913 -0.0331 0.0076 0.0693
C -4.0661 2.1415 1.0812 -0.0278 0.0551 -0.0030
C -3.2373 1.3977 0.2519 0.0430 -0.0619 -0.0036
N -1.9688 1.5179 0.6528 -0.2344 0.1495 0.0057
N -0.8045 3.8413 3.3653 0.0885 -0.0059 0.1266
C -1.2608 5.1143 3.1676 -0.0209 -0.0393 0.0366
C -1.5233 5.6615 4.3917 -0.0367 -0.0450 -0.0133
C -1.2122 4.6326 5.3053 0.1120 -0.0384 0.0869
N -0.7830 3.5451 4.6965 -0.1553 0.1009 -0.1734
H 1.9644 5.4781 -0.6637 0.0015 -0.0090 0.0099
H 0.9913 3.3041 -1.9793 0.0118 -0.0123 0.0061
H 1.0732 5.1270 1.9059 0.0283 -0.0107 -0.0201
H 0.8243 1.8881 4.6949 -0.0235 0.0135 0.0211
H 1.3795 -0.8010 4.6985 -0.0086 0.0139 -0.0042
H 0.5133 -1.6352 2.2587 -0.0049 0.0045 0.0022
H -3.4085 3.4085 2.8126 0.0025 -0.0085 -0.0090
H -5.1357 2.2396 1.0248 0.0100 0.0045 -0.0058
H -3.4875 0.7862 -0.5979 -0.0013 0.0016 0.0024
H -1.3763 5.5242 2.1769 -0.0101 0.0021 0.0150
H -1.8870 6.6514 4.6046 0.0006 -0.0086 -0.0046
H -1.2750 4.6509 6.3824 0.0059 0.0009 -0.0283
N 7.2428 0.3597 -3.2092 0.1115 0.0288 -0.0649
C 6.1736 0.2141 -2.4508 -0.1904 -0.0220 0.1215
C 4.8904 0.6486 -2.9275 0.2075 -0.0394 0.0221
C 3.7898 0.5013 -2.1429 -0.0103 -0.1250 0.2465
C 3.9244 -0.0932 -0.8689 0.1430 0.1128 -0.0768
C 5.1854 -0.5215 -0.3777 -0.3008 0.0490 -0.0739
C 6.2915 -0.3738 -1.1471 0.0711 0.0772 -0.1965
S 2.5525 -0.1990 0.2828 -0.1008 -0.1861 0.0108
O 3.1438 -0.7467 1.4576 -0.0257 0.0419 0.0522
O 1.9524 1.1496 0.3618 0.1145 -0.0178 -0.0356
N 1.2749 -0.9702 -0.2788 0.3743 -0.3292 -0.2336
C 1.5242 -2.2771 -0.7536 -0.1932 0.4165 0.3289
N 2.7974 -2.5515 -1.0269 0.0652 -0.2047 -0.0682
C 3.0714 -3.7937 -1.4257 0.0315 0.1559 0.0322
C 2.0823 -4.7440 -1.5796 -0.0120 -0.0594 -0.0120
C 0.7921 -4.3329 -1.2975 -0.1006 0.0418 0.0164
N 0.4991 -3.1019 -0.8742 0.1125 -0.2069 -0.0679
H 7.1870 0.7778 -4.1274 0.0001 -0.0027 -0.0040
H 8.1576 0.0707 -2.8911 0.0023 -0.0031 -0.0017
H 4.8172 1.1047 -3.9070 0.0216 -0.0140 0.0021
H 2.8194 0.8314 -2.4809 -0.0254 -0.0043 0.0132
H 5.2416 -0.9579 0.6085 -0.0107 -0.0045 0.0028
H 7.2643 -0.6861 -0.7885 0.0029 0.0020 -0.0267
H 4.1114 -4.0195 -1.6304 0.0045 0.0058 0.0020
H 2.3019 -5.7495 -1.9048 -0.0005 0.0073 0.0010
H -0.0447 -5.0141 -1.4055 -0.0093 0.0106 0.0117
N -5.4167 -4.8966 0.2488 0.0130 0.0021 0.0050
C -4.6047 -4.0860 0.2297 0.0657 0.0836 -0.0138
C -3.5819 -3.0709 0.1935 -0.1584 -0.1608 0.0132
C -3.2413 -2.3676 1.3410 0.0176 0.0226 0.0380
C -2.2647 -1.3980 1.2508 0.0312 -0.0146 -0.0361
N -1.6101 -1.1209 0.1151 0.0235 0.1888 -0.0134
C -1.9476 -1.8076 -0.9804 0.0034 0.0006 0.0579
C -2.9280 -2.7779 -0.9938 0.0181 -0.0042 -0.0286
H -3.7368 -2.5538 2.2827 -0.0031 -0.0069 -0.0057
H -2.0092 -0.8050 2.1146 -0.0193 -0.0032 0.0093
H -1.4234 -1.5730 -1.8912 0.0068 0.0150 -0.0099
H -3.1718 -3.2951 -1.9105 -0.0087 -0.0017 0.0068
C -0.7200 0.8642 -4.0331 0.0119 -0.0015 -0.0649
C -0.3479 0.8631 -2.5975 -0.1346 0.0932 0.1771
O 0.8216 0.9178 -2.1653 -0.1531 0.1600 0.0812
O -1.2676 0.7814 -1.6947 -0.1403 -0.0859 -0.4866
H 0.0997 1.2418 -4.6379 -0.0145 -0.0055 -0.0193
H -1.6232 1.4523 -4.1839 0.0113 0.0095 0.0005
H -0.9411 -0.1622 -4.3365 0.0023 0.0107 0.0015
```
Positions in Å, forces in eV/Å.

The calculation puts the strongest force on any atom at 0.014 hartree/bohr. For the LUMO energy (alpha / beta), the calculation gives -6.4622 / -8.7508 eV. The frontier orbital gap (alpha / beta) comes out at 6.96 / 4.67 eV. As for the total charge: +2. The relative energy (zero: lowest compared OMol25 entry of this formula, charge and spin) is 6.1 kJ/mol. The HOMO energy (alpha / beta) comes out at -0.4934 / -0.4934 hartree. The multiplicity is 2.


# C30H28BrFN6O15S

A 5-piece molecular cluster, C30H28BrFN6O15S overall in a non-equilibrium geometry (wB97M-V/def2-TZVPD, the OMol25 dataset).

```
82
Properties=species:S:1:pos:R:3:forces:R:3
N -2.7359 -9.3034 1.1130 0.3015 0.3862 -0.5246
C -2.4911 -9.1847 -0.3236 -0.0523 0.1801 0.8550
C -1.2069 -8.3739 -0.5555 -0.4577 -1.5974 -0.3664
Br -0.7579 -8.6480 -2.4404 -0.0379 0.3627 0.0643
O -0.2118 -9.0293 0.2082 0.2130 0.3720 0.4783
S 0.2653 -8.1281 1.4563 1.3657 -0.3812 0.0094
O 0.1488 -8.7355 2.7185 -1.1838 -0.3512 0.2203
O 1.5733 -7.6851 1.1311 0.0385 0.6649 -0.4817
O -0.8380 -6.9906 1.2585 -0.4498 -0.3384 0.4144
C -1.1890 -6.9186 -0.1272 1.1452 1.7077 -1.1474
C -0.0420 -6.0860 -0.8082 0.1762 -0.8893 0.0886
O 0.2936 -5.0406 0.0647 -0.4467 0.2550 -0.0692
N 1.6941 -4.9830 0.2592 0.2065 -0.2033 -0.1245
O 1.9401 -4.2243 1.0944 0.3891 0.2816 -0.1168
C -2.4919 -6.1686 -0.4248 -0.8695 -0.6586 0.8474
C -3.1909 -5.6940 0.8177 0.5877 1.9327 1.6230
O -2.8622 -4.7922 1.5407 -0.6567 -1.6657 -1.3826
F -4.3063 -6.4151 1.0928 0.1582 -0.0221 -0.0876
H -3.0376 -8.4035 1.4581 -0.3184 -0.1427 0.4015
H -3.4555 -9.9879 1.2793 -0.1503 -0.0327 0.1631
H -2.2791 -10.1697 -0.7055 -0.0198 -0.3148 -0.2412
H -3.3424 -8.7667 -0.8527 0.0013 0.0484 -0.4468
H -0.3394 -5.6980 -1.7701 -0.3297 0.0849 -0.2653
H 0.8105 -6.7340 -0.9678 0.3615 -0.0032 0.0160
H -2.3470 -5.3206 -1.0691 0.3379 0.3955 -0.0339
H -3.1678 -6.8361 -0.9392 -0.1432 -0.0880 -0.2185
O -3.1434 -2.1365 6.6459 -0.1367 -0.1305 0.1017
N -2.3288 -1.4574 6.0588 0.0527 -0.0316 -0.0258
O -2.2864 -0.2460 6.1003 0.0180 0.2125 -0.0026
C -1.3266 -2.1486 5.2361 0.1314 -0.0835 -0.1213
C -1.3709 -3.5262 5.1382 -0.0892 -0.2481 0.0286
C -0.4376 -4.1713 4.3439 0.0947 0.0914 -0.0571
C 0.5256 -3.4381 3.6633 0.0098 -0.1114 0.0833
C 0.5610 -2.0547 3.7803 -0.0077 -0.1041 -0.0495
C -0.3708 -1.4026 4.5713 0.1090 0.2011 -0.1031
H -2.1208 -4.0941 5.6674 -0.0694 0.1089 0.0456
H -0.4640 -5.2487 4.2523 -0.0191 -0.0150 0.0134
H 1.2484 -3.9428 3.0351 -0.1728 0.1099 0.2816
H 1.3115 -1.4817 3.2504 -0.0355 -0.1051 0.1305
H -0.3480 -0.3264 4.6626 -0.1018 0.0054 0.0909
O 2.7871 -0.0704 2.5098 -0.0667 -0.0042 0.0053
N 2.9463 0.7854 1.6614 -0.0138 -0.0127 -0.0071
O 4.0133 1.2894 1.3950 0.2150 0.1024 -0.0720
C 1.7696 1.2463 0.9078 -0.1686 0.0595 -0.0813
C 0.5245 0.7237 1.2035 -0.1115 -0.1233 0.1254
C -0.5784 1.1810 0.5023 -0.0002 0.0820 -0.0943
C -0.4247 2.1467 -0.4829 -0.0070 0.0006 0.0067
C 0.8336 2.6549 -0.7742 -0.0335 -0.0465 0.0551
C 1.9407 2.2037 -0.0747 0.1008 0.1486 -0.1282
H 0.4030 -0.0266 1.9680 0.0926 -0.0200 0.0442
H -1.5588 0.7851 0.7274 -0.0020 -0.0264 0.0277
H -1.2893 2.5060 -1.0259 -0.0052 -0.0014 -0.0180
H 0.9476 3.4041 -1.5433 0.0208 -0.0351 0.0119
H 2.9204 2.5988 -0.2961 0.0650 -0.0673 0.0988
O -1.4613 4.5820 -4.3268 -0.1139 -0.1186 -0.1684
N -0.8844 5.1315 -3.4169 -0.0041 0.0998 0.0477
O 0.2387 4.8437 -3.0448 0.1488 0.0342 -0.0337
C -1.5818 6.2124 -2.7102 -0.1124 0.1590 0.1325
C -2.8710 6.5432 -3.0880 -0.2127 -0.0337 -0.1631
C -3.5278 7.5501 -2.4035 0.0728 0.0623 0.1031
C -2.8918 8.2126 -1.3600 0.0062 -0.0164 -0.0166
C -1.5953 7.8724 -1.0017 -0.1732 0.0471 -0.0224
C -0.9329 6.8633 -1.6794 0.0399 -0.0782 0.1469
H -3.3613 6.0275 -3.8997 0.0980 -0.0829 -0.0256
H -4.5372 7.8184 -2.6815 -0.0157 -0.0067 -0.0228
H -3.4103 8.9967 -0.8246 -0.0062 0.0150 -0.0002
H -1.0990 8.3899 -0.1935 0.0592 0.0036 -0.0115
H 0.0698 6.5961 -1.4008 0.0408 -0.1207 -0.0591
O 1.6725 8.1010 -1.3603 0.0058 0.0149 0.1679
N 2.5152 8.7662 -1.9288 0.0733 -0.0751 -0.0481
O 2.5970 9.9709 -1.8631 0.0233 0.2297 0.0148
C 3.4943 8.0521 -2.7583 0.1369 -0.1333 -0.1378
C 3.3930 6.6790 -2.8840 -0.1193 -0.2153 0.0602
C 4.3039 6.0117 -3.6848 0.0952 0.0672 -0.0576
C 5.3007 6.7193 -4.3424 0.0003 0.0039 -0.0005
C 5.3919 8.0971 -4.1975 -0.0177 -0.1320 -0.0099
C 4.4830 8.7724 -3.4012 0.1253 0.2225 -0.0682
H 2.6158 6.1303 -2.3733 -0.0723 0.0968 0.0178
H 4.2340 4.9392 -3.7984 -0.0252 -0.0189 0.0119
H 6.0079 6.1955 -4.9713 0.0148 -0.0078 -0.0006
H 6.1701 8.6459 -4.7086 0.0078 0.0287 0.0018
H 4.5492 9.8439 -3.2888 -0.1115 0.0149 0.0769
```
Positions in Å, forces in eV/Å.

The calculation puts the strongest force on any atom at 0.050 hartree/bohr. For the LUMO energy, the calculation gives -0.7672 eV. The frontier orbital gap comes out at 8.88 eV. As for the total charge: 0. The HOMO energy comes out at -0.3545 hartree. The SMILES is NC[C@]1(Br)OS(=O)(=O)O[C@]1(CON=O)CC(=O)F.O=[N+]([O-])c1ccccc1.O=[N+]([O-])c1ccccc1.O=[N+]([O-])c1ccccc1.O=[N+]([O-])c1ccccc1.


# C30H28Cl2IN4O7RuS

C30H28Cl2IN4O7RuS as an isolated structure (wB97M-V/def2-TZVPD, the OMol25 dataset).

```
74
Properties=species:S:1:pos:R:3:forces:R:3
Ru -0.1659 -0.3187 -1.3938 -0.3609 -0.4949 -0.4417
Cl 6.4925 3.0514 0.0322 0.0440 0.0365 0.0075
C 5.1240 2.0413 -0.3179 -0.0222 0.0235 -0.0150
C 5.2383 0.6565 -0.1393 -0.0671 -0.0528 -0.0148
C 4.1687 -0.1577 -0.4007 0.0435 0.0440 0.0196
Cl 4.3171 -1.8706 -0.1908 0.0105 -0.0399 0.0017
C 2.9093 0.3501 -0.8434 -0.0909 -0.1199 -0.0424
O 1.9371 -0.4597 -1.0379 0.2103 0.2557 0.1132
C 2.8491 1.7543 -1.0388 -0.0830 -0.0586 -0.0187
C 1.6618 2.3768 -1.5467 0.0459 0.0534 0.0107
O 0.6054 1.8300 -1.8594 0.0964 -0.0379 0.0354
C 3.9534 2.5802 -0.7690 0.0104 0.0367 0.0029
H 6.1717 0.2296 0.2020 -0.0096 0.0019 -0.0032
H 1.7256 3.4701 -1.6817 -0.0104 -0.0178 0.0031
H 3.8650 3.6491 -0.9250 0.0190 -0.0201 0.0090
O -0.5471 7.6447 -0.3341 0.0382 -0.0335 0.0072
C -1.6437 7.0088 -0.8084 0.0186 0.0136 0.0220
O -2.5435 7.6434 -1.2783 -0.0372 0.0047 -0.0270
C -1.6509 5.5157 -0.7102 0.0025 0.0103 -0.0094
C -0.8736 4.8095 0.2052 0.0256 -0.0063 0.0218
C -0.9217 3.4269 0.2670 -0.0804 0.0557 -0.0140
C -1.7750 2.7441 -0.5910 -0.0218 0.1228 -0.0212
C -2.5606 3.4371 -1.5092 0.0765 -0.0067 0.0366
C -2.4973 4.8192 -1.5629 -0.0207 -0.0495 -0.0191
N -1.8696 1.3208 -0.5399 0.3303 0.2024 0.0173
C -3.0095 0.8582 -0.2562 -0.2972 -0.0860 0.1009
C -3.3066 -0.5742 -0.3342 -0.0705 -0.1036 0.0234
C -4.5658 -1.0413 0.0033 -0.0396 0.0472 0.0168
C -4.8553 -2.3795 -0.2062 -0.0889 -0.0027 0.0397
C -3.8811 -3.1857 -0.7591 0.0072 -0.0741 -0.0312
C -2.6405 -2.6361 -1.0460 0.0850 0.0056 -0.0237
N -2.3482 -1.3625 -0.8206 0.0852 -0.0243 -0.0112
H 0.1334 7.0038 -0.0966 -0.0191 0.0222 0.0018
H -0.2423 5.3306 0.9179 -0.0033 -0.0210 -0.0105
H -0.3214 2.8687 0.9698 0.0262 -0.0240 0.0118
H -3.1902 2.8847 -2.1948 -0.0087 -0.0053 0.0023
H -3.1033 5.3738 -2.2670 0.0076 -0.0008 0.0159
H -3.8396 1.5118 0.0169 0.0130 0.0484 -0.0224
H -5.3084 -0.3606 0.3995 0.0275 0.0027 -0.0098
H -5.8306 -2.7773 0.0420 0.0109 0.0069 -0.0063
H -4.0638 -4.2300 -0.9722 -0.0058 0.0218 0.0087
H -1.8545 -3.2370 -1.4794 0.0125 -0.0018 0.0093
O 0.6702 1.1355 1.3988 0.0679 0.1626 0.1534
S 0.3698 -0.3211 1.6085 0.0450 0.0681 0.0431
C -0.5729 -0.4512 3.1680 -0.0767 -0.0302 -0.0381
C 0.2606 -1.2582 4.1557 -0.0493 -0.0647 0.0297
C 1.7138 -0.8969 3.8662 0.0212 0.0240 0.0114
C 1.8678 -1.0355 2.3588 -0.0126 -0.1239 -0.0993
H -1.5474 -0.8887 2.9532 0.0460 -0.0079 -0.0171
H -0.6923 0.5884 3.4797 0.0101 0.0038 -0.0282
H 0.1023 -2.3229 3.9742 0.0009 0.0309 0.0037
H -0.0311 -1.0385 5.1839 0.0202 0.0113 -0.0043
H 2.4142 -1.5446 4.3948 0.0008 0.0020 -0.0034
H 1.9184 0.1330 4.1694 -0.0127 -0.0049 -0.0111
H 1.9212 -2.0795 2.0492 0.0083 0.0912 0.0309
H 2.6999 -0.4847 1.9258 -0.0046 0.0308 -0.0136
C 0.9261 -5.5093 1.4967 -0.0056 0.0119 -0.0223
N 0.8913 -4.6533 0.3205 0.0104 0.0613 0.0389
C 1.4412 -5.0419 -0.8651 0.0075 -0.0546 0.0592
C 1.4108 -4.2632 -1.9594 0.0536 0.0031 -0.0464
C 0.7795 -2.9753 -1.8302 -0.1539 -0.0217 0.0221
O 0.6080 -2.1843 -2.7862 0.0652 0.0814 0.1011
N 0.2880 -2.5917 -0.6292 -0.0569 -0.0329 0.0311
C 0.2716 -3.3993 0.4519 0.0301 -0.0712 -0.1083
O -0.2543 -3.1203 1.5330 0.0381 0.0339 -0.0660
H 1.3705 -6.4642 1.2258 0.0044 0.0097 -0.0248
H -0.0804 -5.6678 1.8770 -0.0170 -0.0035 0.0033
H 1.5167 -5.0486 2.2874 0.0001 0.0094 0.0134
H 1.8946 -6.0247 -0.8637 -0.0007 0.0056 -0.0118
H 1.8325 -4.5748 -2.9020 -0.0042 0.0065 0.0284
I -3.1947 0.2351 -3.8050 0.0530 -0.0019 0.0210
C -1.0861 0.0352 -3.4633 -0.0765 0.0346 0.1428
H -0.6457 0.9419 -3.8671 0.0090 0.0453 -0.0027
H -0.8064 -0.8288 -4.0525 0.0693 -0.0444 -0.0327
```
Positions in Å, forces in eV/Å.

The calculation puts the strongest force on any atom at 0.015 hartree/bohr. For the LUMO energy (alpha / beta), the calculation gives -0.8085 / -1.2844 eV. The frontier orbital gap (alpha / beta) comes out at 6.52 / 6.78 eV. As for the total charge: 0. The relative energy (zero: lowest compared OMol25 entry of this formula, charge and spin) is 0.0 kJ/mol. The HOMO energy (alpha / beta) comes out at -0.2692 / -0.2962 hartree. The multiplicity is 6.


Question: Which value of total charge does entry 3 give?
Answer: 0